Entry 1:
Entry from OMol25: C22H32N5O2SSiTi as an isolated structure (wB97M-V/def2-TZVPD).

Structure (XYZ):
```
64
Properties=species:S:1:pos:R:3:mulliken_spin:R:1
Ti -1.055 -1.189 1.030 1.938
N -2.373 -5.468 0.093 -0.003
C -1.801 -4.204 0.154 0.006
S -1.247 -3.693 1.729 0.003
N -1.732 -3.567 -0.967 -0.014
N -1.088 -2.337 -0.857 -0.005
C -0.463 -1.983 -1.914 0.066
C 0.417 -0.828 -2.009 0.015
C 0.697 -0.325 -3.281 0.014
C 1.562 0.733 -3.481 -0.006
C 2.199 1.284 -2.369 0.010
C 1.970 0.785 -1.104 -0.011
C 1.063 -0.274 -0.868 -0.019
O 0.865 -0.710 0.343 -0.001
H -2.784 -5.758 0.965 0.002
H -2.964 -5.595 -0.714 0.000
H -0.552 -2.618 -2.797 0.005
H 0.199 -0.783 -4.131 0.000
H 1.744 1.121 -4.475 0.000
H 2.884 2.116 -2.495 0.000
H 2.460 1.224 -0.243 0.000
C -2.329 2.281 3.240 0.005
C -3.603 1.655 2.661 -0.004
C -3.400 0.234 2.415 -0.006
N -3.136 -0.866 2.218 0.009
H -2.471 3.355 3.366 0.000
H -1.509 2.102 2.547 0.006
H -2.080 1.837 4.203 0.000
H -3.838 2.115 1.699 0.003
H -4.458 1.772 3.329 -0.001
C 0.184 4.213 -0.508 0.006
Si -1.505 3.566 -1.019 0.001
C -1.610 3.629 -2.894 0.006
C -2.807 4.731 -0.304 0.005
C -1.750 1.892 -0.412 0.412
C -1.652 0.783 0.114 -0.441
H 0.352 5.229 -0.879 0.000
H 0.968 3.564 -0.905 -0.001
H 0.281 4.223 0.581 -0.001
H -1.424 4.631 -3.292 0.000
H -2.597 3.303 -3.230 0.000
H -0.874 2.942 -3.317 -0.001
H -2.679 5.754 -0.669 0.000
H -2.749 4.750 0.788 -0.001
H -3.810 4.396 -0.579 0.000
O -0.224 -0.374 3.028 -0.001
C 0.999 -0.566 3.037 0.000
C 1.943 0.601 3.182 0.008
C 3.094 0.441 4.178 -0.003
C 4.274 -0.379 3.665 0.001
C 3.960 -1.853 3.435 -0.001
C 2.844 -2.095 2.429 0.004
N 1.509 -1.811 2.945 -0.012
H 1.317 1.451 3.447 0.003
H 2.321 0.792 2.173 -0.002
H 2.718 0.005 5.109 0.000
H 3.453 1.443 4.429 0.000
H 5.104 -0.295 4.372 0.000
H 4.619 0.060 2.723 0.000
H 3.693 -2.331 4.382 0.000
H 4.861 -2.352 3.066 0.000
H 2.833 -3.148 2.148 0.001
H 3.004 -1.521 1.510 0.000
H 0.804 -2.501 2.697 0.003
```

Results
**Net charge**: -1
**Spin multiplicity**: 3
**HOMO (alpha / beta)**: -2.30 / -4.39 eV
**Energy above the lowest of the compared OMol25 structures with the same formula, charge and spin**: 0.218 eV
**Frontier orbital gap (alpha / beta)**: 5.09 / 7.18 eV
**⟨S²⟩**: 2.01
**E_tot**: -2819.0668 Ha
**F_max**: 0.232 eV/A
**Lowest unoccupied orbital energy (alpha / beta)**: 2.8 / 2.8 eV

=====

Entry 2:
Entry from OMol25: a 2-piece molecular cluster, C5H10N overall in a non-equilibrium geometry (wB97M-V/def2-TZVPD).

Structure (XYZ):
```
16
Properties=species:S:1:pos:R:3:lowdin_charge:R:1
C -1.124 1.463 -0.286 0.117
C -0.010 0.893 -0.341 0.001
C 1.669 -0.204 -1.431 0.217
C 1.713 0.130 1.140 -0.026
C 1.160 0.196 -0.215 -0.335
N -2.253 -0.909 0.241 0.055
H -1.737 2.345 -0.526 0.129
H -1.850 0.547 -0.031 0.077
H 2.615 -0.786 -1.485 0.114
H 1.173 -0.274 -2.369 0.088
H 2.076 -0.854 1.384 0.094
H 2.569 0.811 1.220 0.112
H 0.960 0.442 1.865 0.099
H -1.453 -1.510 0.063 0.071
H -3.010 -1.172 -0.431 0.108
H -2.497 -1.118 1.202 0.080
```

Results
**Net charge**: +1
**HOMO**: -14.31 eV
**Energy above the lowest of the compared OMol25 structures with the same formula, charge and spin**: 3.195 eV
**Frontier orbital gap**: 8.71 eV
**E_tot**: -250.8879 Ha
**F_max**: 3.102 eV/A
**Lowest unoccupied orbital energy**: -5.6 eV

=====

Entry 3:
Entry from OMol25: C23H44InNP3S as an isolated structure in a non-equilibrium geometry (wB97M-V/def2-TZVPD).

Structure (XYZ):
```
73
Properties=species:S:1:pos:R:3:lowdin_charge:R:1
In -0.047 -0.392 0.129 0.630
P -1.579 -1.017 2.030 0.699
P 1.112 1.657 1.701 0.797
P -0.551 -2.231 -1.561 0.747
H 3.183 -0.454 0.481 0.069
C 2.757 -0.733 -0.496 -0.090
C 2.457 0.171 -1.446 -0.050
H 2.599 1.244 -1.286 0.065
C -0.652 -2.210 3.052 -0.206
C -2.159 0.292 3.146 -0.205
C -3.074 -1.873 1.449 -0.217
C 2.556 2.599 1.075 -0.226
C 0.084 3.056 2.318 -0.212
C 1.767 0.942 3.264 -0.232
C 0.499 -2.339 -3.042 -0.243
C -2.274 -2.264 -2.182 -0.196
C -0.331 -3.773 -0.611 -0.257
H 2.664 -1.817 -0.648 0.068
H 2.067 -0.122 -2.418 0.063
H -1.350 -2.540 3.826 0.081
H 0.218 -1.721 3.501 0.052
H -0.332 -3.059 2.440 0.052
H -2.843 -0.201 3.849 0.085
H -2.702 1.060 2.578 0.062
H -1.325 0.744 3.696 0.046
H -3.617 -2.153 2.358 0.083
H -2.824 -2.770 0.872 0.041
H -3.685 -1.193 0.841 0.064
H 2.977 3.233 1.867 0.085
H 2.237 3.237 0.246 0.056
H 3.325 1.911 0.717 0.042
H 0.513 3.492 3.229 0.084
H -0.930 2.723 2.535 0.024
H 0.027 3.843 1.564 0.047
H 2.357 1.695 3.794 0.078
H 2.408 0.092 3.017 0.051
H 0.956 0.594 3.906 0.035
H 0.244 -3.257 -3.593 0.073
H 1.562 -2.358 -2.761 0.027
H 0.310 -1.464 -3.677 0.070
H -2.414 -3.236 -2.673 0.088
H -2.410 -1.461 -2.912 0.066
H -2.991 -2.150 -1.364 0.037
H -0.480 -4.618 -1.291 0.064
H -1.040 -3.837 0.221 0.037
H 0.684 -3.808 -0.200 0.039
C 3.831 -5.928 -2.416 -0.635
C 4.247 -7.069 -1.701 -0.099
C 5.592 -7.447 -1.736 -0.063
C 6.516 -6.736 -2.507 -0.060
C 6.081 -5.653 -3.274 -0.072
C 4.748 -5.265 -3.254 -0.131
S 2.222 -5.263 -2.321 0.789
H 1.676 -5.911 -1.239 -0.095
H 3.515 -7.620 -1.108 0.104
H 5.925 -8.299 -1.144 0.117
H 7.566 -7.026 -2.512 0.117
H 6.783 -5.097 -3.884 0.113
H 4.395 -4.426 -3.849 0.095
N -1.968 1.324 -1.029 0.065
C -1.775 2.712 -0.937 -0.345
C -0.673 3.312 -1.553 -0.053
C -0.450 4.683 -1.404 -0.058
C -1.334 5.448 -0.636 -0.057
C -2.411 4.850 0.017 -0.051
C -2.631 3.476 -0.118 -0.033
H -1.760 0.896 -1.932 0.089
H -2.824 0.957 -0.647 0.089
H 0.009 2.689 -2.143 0.111
H 0.398 5.150 -1.900 0.122
H -1.175 6.518 -0.540 0.123
H -3.100 5.444 0.624 0.128
H -3.463 2.987 0.386 0.115
```

Results
**Net charge**: +3
**HOMO**: -14.21 eV
**Frontier orbital gap**: 3.99 eV
**E_tot**: -2568.9595 Ha
**F_max**: 2.758 eV/A
**Lowest unoccupied orbital energy**: -10.2 eV

=====

Entry 4:
Entry from OMol25: a 2-piece molecular cluster, FHNO overall in a non-equilibrium geometry (wB97M-V/def2-TZVPD).

Structure (XYZ):
```
4
Properties=species:S:1:pos:R:3:lowdin_charge:R:1
N 0.262 0.032 -0.418 -0.132
O -1.414 -0.705 0.213 -0.603
F 0.164 1.208 0.277 -0.235
H 0.988 -0.534 -0.072 -0.029
```

Results
**Net charge**: -1
**HOMO (alpha / beta)**: -2.76 / -2.76 eV
**Energy above the lowest of the compared OMol25 structures with the same formula, charge and spin**: 3.323 eV
**Frontier orbital gap (alpha / beta)**: 8.27 / 8.27 eV
**E_tot**: -230.2592 Ha
**F_max**: 6.350 eV/A
**Lowest unoccupied orbital energy (alpha / beta)**: 5.5 / 5.5 eV

=====

Entry 5:
Entry from OMol25: C5H10O as an isolated structure in a non-equilibrium geometry (wB97M-V/def2-TZVPD).

Structure (XYZ):
```
16
Properties=species:S:1:pos:R:3:lowdin_charge:R:1
C 0.873 0.762 1.092 -0.159
C -0.938 0.022 -0.877 0.035
C -0.365 0.448 1.974 -0.162
C -0.540 -1.413 -0.954 -0.204
O -0.668 -1.006 -2.352 -0.078
C -0.026 0.257 -2.044 -0.226
H 1.277 1.745 1.349 0.077
H 0.745 0.756 0.025 -0.004
H 1.612 -0.026 1.268 0.075
H -1.137 1.225 1.991 0.067
H -0.893 -0.510 1.854 0.062
H 0.186 0.446 2.916 0.057
H -1.318 -2.129 -0.692 0.112
H 0.483 -1.750 -0.735 0.120
H -0.343 1.044 -2.722 0.110
H 1.073 0.175 -1.983 0.119
```

Results
**Net charge**: 0
**HOMO**: -8.70 eV
**Energy above the lowest of the compared OMol25 structures with the same formula, charge and spin**: 5.871 eV
**Frontier orbital gap**: 9.45 eV
**E_tot**: -271.5369 Ha
**F_max**: 1.168 eV/A
**Lowest unoccupied orbital energy**: 0.7 eV

=====

Entry 6:
Entry from OMol25: a 9-piece molecular cluster, C41H90F12N5O15S4 overall in a non-equilibrium geometry (wB97M-V/def2-TZVPD).

Structure (XYZ):
```
167
Properties=species:S:1:pos:R:3:mulliken_spin:R:1
C 1.671 7.632 -3.306 1.116
N 0.224 7.108 -3.172 -2.622
C -0.778 8.292 -3.038 0.740
C -0.013 6.293 -4.468 0.226
C 0.141 6.172 -1.895 0.918
C 0.705 4.798 -2.004 -1.109
O -0.140 3.938 -2.824 0.075
H 2.267 6.719 -3.301 -0.062
H 1.788 8.229 -2.401 -0.031
H 1.768 8.373 -4.099 0.054
H -0.844 8.773 -4.014 0.054
H -0.608 8.971 -2.202 -0.346
H -1.591 7.625 -2.752 0.238
H 0.799 5.587 -4.642 0.016
H 0.002 7.058 -5.245 0.030
H -0.988 5.814 -4.383 0.092
H -0.855 6.126 -1.454 0.275
H 0.565 6.818 -1.126 0.856
H 0.561 4.342 -1.025 0.041
H 1.760 4.851 -2.272 -0.165
H 0.495 3.564 -3.439 0.032
C -0.508 -7.884 -3.689 0.000
N -0.907 -6.495 -4.050 0.000
C -2.500 -6.451 -3.748 0.000
C -0.243 -5.514 -3.001 0.000
C -0.485 -6.046 -5.524 0.000
C -0.607 -7.175 -6.706 0.000
O -1.790 -7.941 -6.453 0.000
H 0.567 -7.962 -3.855 0.000
H -1.162 -8.591 -4.198 0.000
H -0.656 -8.176 -2.649 0.000
H -3.026 -6.925 -4.576 0.000
H -2.744 -5.394 -3.640 0.000
H -2.647 -6.913 -2.772 0.000
H -0.776 -4.568 -3.089 0.000
H 0.729 -5.222 -3.399 0.000
H -0.151 -5.947 -2.005 0.000
H 0.505 -5.605 -5.404 0.000
H -1.166 -5.273 -5.879 0.000
H 0.159 -7.942 -6.590 0.000
H -0.543 -6.658 -7.663 0.000
H -1.913 -8.467 -7.247 0.000
C -0.213 1.257 -0.352 0.090
N -0.921 -0.002 -0.935 -0.021
C -2.445 0.262 -0.732 0.004
C -0.434 -0.101 -2.397 -0.005
C -0.433 -1.285 -0.148 -0.005
C -0.943 -2.600 -0.680 0.001
O -2.346 -2.648 -0.778 0.000
H -0.487 2.123 -0.954 -0.036
H 0.809 1.034 -0.658 0.016
H -0.405 1.435 0.706 0.013
H -2.603 0.135 0.340 -0.002
H -3.148 -0.442 -1.179 0.001
H -2.634 1.289 -1.042 0.001
H 0.639 -0.293 -2.396 -0.002
H -0.422 0.842 -2.944 0.003
H -0.986 -0.889 -2.908 0.003
H -0.665 -1.168 0.911 -0.001
H 0.656 -1.294 -0.114 0.004
H -0.692 -3.354 0.066 0.000
H -0.380 -3.034 -1.507 0.000
H -2.599 -2.567 -1.701 0.000
C -0.239 5.640 6.412 0.001
C 0.284 5.631 5.007 0.079
C 1.638 4.834 4.752 -0.141
C 2.192 4.985 3.317 0.518
N 3.373 4.070 2.836 -0.556
C 3.033 2.539 2.947 0.067
C 3.048 2.007 1.497 0.001
C 2.823 3.237 0.654 -0.758
C 3.530 4.371 1.282 0.410
C 4.662 4.315 3.721 -0.009
C 5.066 5.780 3.647 0.057
C 6.275 6.195 4.480 -0.046
H 0.226 6.302 7.142 -0.001
H -0.304 4.706 6.969 0.000
H -1.277 5.950 6.290 -0.003
H 0.503 6.630 4.631 -0.016
H -0.511 5.274 4.352 -0.002
H 1.462 3.777 4.949 -0.007
H 2.481 5.076 5.400 -0.022
H 2.396 5.969 2.896 -0.137
H 1.319 4.740 2.712 0.146
H 3.847 2.076 3.504 0.031
H 1.995 2.431 3.263 -0.024
H 4.028 1.560 1.332 -0.039
H 2.246 1.272 1.442 0.027
H 2.905 3.053 -0.417 0.024
H 1.783 3.547 0.755 0.015
H 4.601 4.470 1.105 0.256
H 3.333 5.401 0.984 0.420
H 5.451 3.577 3.575 -0.010
H 4.417 4.138 4.768 0.013
H 4.165 6.295 3.982 0.141
H 5.374 5.996 2.624 -0.019
H 6.613 7.197 4.216 -0.005
H 7.206 5.634 4.401 -0.006
H 5.846 6.208 5.482 -0.007
C -5.508 -1.277 1.343 0.000
C -5.066 -2.646 1.812 0.000
C -3.629 -2.787 2.463 -0.002
C -3.279 -4.100 2.994 0.001
N -1.960 -4.258 3.821 -0.001
C -2.012 -5.600 4.590 0.000
C -2.508 -5.336 6.043 0.000
C -2.644 -3.797 6.065 0.000
C -1.813 -3.169 4.897 0.001
C -0.818 -4.177 2.705 -0.001
C -0.699 -5.448 1.768 0.000
C 0.638 -5.463 1.053 0.000
H -5.847 -0.654 2.171 0.000
H -6.473 -1.273 0.836 0.000
H -4.784 -0.716 0.752 0.000
H -5.226 -3.444 1.088 0.000
H -5.663 -2.857 2.699 0.000
H -3.451 -1.875 3.032 0.000
H -3.010 -2.593 1.588 0.000
H -3.291 -4.919 2.275 0.000
H -4.036 -4.456 3.693 0.000
H -0.979 -5.940 4.650 0.000
H -2.601 -6.362 4.079 0.000
H -1.721 -5.643 6.732 0.000
H -3.389 -5.890 6.366 0.000
H -2.120 -3.459 6.959 0.000
H -3.616 -3.324 6.201 0.000
H -0.758 -3.179 5.172 0.000
H -1.903 -2.130 4.580 0.000
H 0.098 -4.062 3.286 0.000
H -0.894 -3.210 2.208 0.001
H -1.562 -5.502 1.105 0.000
H -0.793 -6.360 2.357 0.000
H 0.825 -6.409 0.544 0.000
H 1.438 -5.391 1.790 0.000
H 0.710 -4.670 0.308 0.000
C 4.573 -2.301 -1.448 0.000
F 4.941 -2.448 -0.215 0.000
F 4.220 -1.041 -1.434 0.000
F 5.647 -2.400 -2.247 0.000
S 3.150 -3.472 -1.808 0.000
O 3.715 -4.799 -1.610 0.000
O 2.141 -3.203 -0.739 0.000
O 2.635 -3.190 -3.148 0.000
C -2.921 -0.977 -5.867 0.000
F -2.103 0.047 -5.806 0.000
F -4.092 -0.574 -5.312 0.000
F -3.125 -1.457 -7.097 0.000
S -2.306 -2.668 -4.892 0.002
O -3.052 -3.875 -5.392 0.000
O -0.873 -2.725 -5.164 0.000
O -2.676 -2.484 -3.497 0.000
C -3.140 2.833 3.411 -0.004
F -4.217 2.059 3.568 0.000
F -3.242 3.401 2.147 -0.006
F -3.009 3.839 4.296 -0.001
S -1.545 1.672 3.450 0.018
O -0.466 2.415 2.806 -0.015
O -1.413 1.454 4.897 0.002
O -1.977 0.498 2.645 -0.029
C 4.001 1.370 -4.586 -0.021
F 3.920 1.730 -5.848 -0.002
F 4.415 0.056 -4.501 0.001
F 4.953 2.064 -4.025 -0.004
S 2.310 1.724 -3.860 0.125
O 2.303 1.567 -2.419 0.078
O 1.880 3.072 -4.232 -0.031
O 1.493 0.674 -4.408 -0.004
```

Results
**Net charge**: 0
**Spin multiplicity**: 2
**HOMO (alpha / beta)**: -2.14 / -8.25 eV
**Frontier orbital gap (alpha / beta)**: 1.84 / 7.94 eV
**⟨S²⟩**: 0.75
**E_tot**: -5809.2977 Ha
**F_max**: 4.243 eV/A
**Lowest unoccupied orbital energy (alpha / beta)**: -0.3 / -0.3 eV